# 1
Computed, not measured: a 2-piece molecular cluster, H3O2SSi overall, with ωB97M-V/def2-TZVPD.

Results
electronic energy	-22855.9018	eV
energy relative to the best compared isomer or geometry (same formula, charge and spin)	120.91	kJ/mol
HOMO level (alpha / beta)	-3.49 / -3.51	eV
orbital gap (alpha / beta)	7.0 / 7.0	eV
molar mass	95.17	g/mol

```
! wB97M-V def2-TZVPD RIJCOSX def2/J DEFGRID3
* xyz -1 1
O -1.056 -2.175 -1.058
O 0.791 -0.283 0.998
Si 0.327 0.934 0.170
S -0.458 -2.368 0.277
H 1.199 1.292 -1.075
H -0.952 0.472 -0.344
H 0.150 2.127 1.032
*
```

Atom charges from the natural (NBO) analysis, given in e for atoms 1 to 4:
1 O -0.8347
2 O -1.2942
3 Si 1.2876
4 S 0.6888

=====

# 2
Computed, not measured: H3O5P2 as an isolated structure, with ωB97M-V/def2-TZVPD.

Results
electronic energy	-28868.5789	eV
energy relative to the best compared isomer or geometry (same formula, charge and spin)	101.42	kJ/mol
HOMO level	-4.33	eV
orbital gap	8.3	eV
molar mass	144.97	g/mol

```
! wB97M-V def2-TZVPD RIJCOSX def2/J DEFGRID3
* xyz -1 1
O 0.238 0.440 -2.238
O 2.498 0.280 -0.810
O -1.878 -0.638 -0.075
O -0.958 -1.269 2.019
O 0.079 0.591 0.725
P -0.358 -0.875 0.501
P 1.197 0.861 -1.156
H -1.714 -0.116 -0.873
H -0.503 -1.499 2.786
H 1.398 2.225 -0.879
*
```

Atom charges from the natural (NBO) analysis, given in e for atoms 1 to 4:
1 O -1.1116
2 O -1.1037
3 O -1.0238
4 O -1.0511